# 1
{"formula": "C28H38N4OP2Pd", "method": "ωB97M-V/def2-TZVPD", "lumo_ev": [0.56, -2.24], "s_squared": 2.01, "orbital_gap_ha": [0.2062, 0.2070], "spin_multiplicity": 3, "elements": ["C", "H", "H", "N", "C", "H", "H", "Pd", "C", "C", "H", "C", "H", "H", "H", "H", "H", "C", "C", "C", "H", "C", "C", "P", "H", "H", "H", "C", "H", "H", "H", "H", "C", "H", "N", "H", "H", "H", "C", "C", "C", "C", "H", "N", "C", "H", "H", "H", "H", "H", "C", "C", "P", "C", "H", "H", "H", "C", "C", "N", "C", "C", "H", "C", "H", "H", "C", "H", "H", "C", "C", "H", "O", "H"], "positions_angstrom": [[-3.7150, 2.1263, 2.0250], [-0.9774, 0.0065, -1.0986], [-2.2995, -1.2493, -3.7368], [3.6252, -0.5403, -0.1789], [-1.9515, -4.0611, -0.7841], [3.4821, 1.2371, 4.3032], [-5.1936, 2.8679, 0.5138], [1.0908, 1.3469, 1.5248], [-0.0376, 4.6829, 0.1056], [-4.0889, -2.6386, -0.4862], [-0.3325, 4.6761, 1.1421], [1.1212, -0.0148, -1.4463], [4.6152, 1.4010, 2.9395], [0.3948, 3.0538, -2.7110], [-0.0300, -4.1397, -1.6459], [3.4457, -2.4995, -1.0672], [-3.0628, 2.7101, -1.1935], [1.0889, -2.7889, 0.3640], [-1.3475, -2.9723, -2.9528], [0.6139, -2.8831, 2.5824], [4.5453, 1.2208, 0.6126], [0.4941, -3.5733, 1.3368], [-2.3782, 1.8077, 1.8902], [1.9894, -0.1779, 0.1333], [6.8741, -0.1958, 0.3104], [3.2610, 2.5963, 3.1522], [-4.9491, -2.4859, -1.1589], [1.3482, -1.7383, 2.3420], [6.1639, -2.5729, -0.7805], [1.1949, 2.7072, 3.7954], [0.9368, -1.0287, -1.8440], [-0.4936, 1.2412, -2.2957], [0.4727, 5.6997, -0.6767], [1.7964, 0.5160, -2.1396], [1.5746, -1.6335, 0.9601], [0.0038, -4.5179, 1.1725], [-0.4284, -2.4692, -3.2890], [0.1989, -3.1605, 3.5408], [-3.1253, 2.5016, -0.1386], [-0.2205, 0.7667, -1.3377], [-3.4356, -3.9700, -0.9500], [5.4960, -1.7749, -0.5107], [1.4507, 3.7933, 2.3668], [-0.1111, 3.5105, -0.6706], [3.5582, 1.5320, 3.2368], [-3.2105, -0.7850, 0.3576], [-0.2193, 3.2554, 2.7796], [1.1070, 5.7006, -2.8341], [-3.4394, -2.4671, -3.1460], [-4.4753, -2.7738, 0.5322], [4.7196, 0.2258, 0.2383], [-3.2086, -1.4283, -0.5328], [-0.3777, 1.9693, 0.0005], [-2.6742, -1.0624, -1.7066], [-1.6096, -3.6999, -3.7450], [1.7153, -0.9675, 2.9983], [-3.8590, -4.7474, -0.2924], [-2.5055, -1.9423, -2.9070], [4.1169, -1.7718, -0.6513], [-1.9918, 2.0668, 0.5619], [0.3579, 3.8216, -1.9563], [-1.0330, -3.7089, -1.6917], [0.6748, 6.7085, -0.3495], [-4.1895, 2.5596, 0.7439], [-2.5759, 0.0073, -1.9565], [-4.2845, 2.0611, 2.9384], [0.8406, 2.9887, 2.7947], [1.1548, -2.8890, -0.7081], [-3.7455, -4.1946, -1.9827], [5.8756, -0.5142, 0.0622], [0.7102, 5.1594, -1.9860], [-1.6521, 1.4317, 2.5963], [2.7824, 0.6691, 2.4607], [-1.6622, -4.5880, 0.1245]], "forces_ev_per_angstrom": [[0.93, -0.23, -0.48], [0.23, 0.53, 0.04], [-0.30, -0.35, -0.04], [1.26, -0.85, -0.96], [0.50, -0.51, -0.32], [-0.09, 0.02, -0.34], [-0.05, 0.03, -0.10], [0.35, 0.07, 0.00], [0.39, 0.03, -0.91], [0.20, -0.83, 0.45], [0.00, -0.03, -0.10], [-0.18, -0.31, -0.74], [-0.21, 0.19, 0.28], [0.07, 0.16, -0.06], [-0.21, 0.43, 0.35], [0.01, -0.16, 0.09], [-0.01, 0.15, 0.01], [-0.44, 0.04, 0.78], [-0.02, 0.07, -0.22], [0.82, 0.62, -0.51], [0.07, -0.07, 0.06], [0.34, 0.61, -0.50], [-0.54, 0.41, -0.53], [0.94, 0.77, 0.81], [-0.01, 0.05, -0.02], [0.19, -0.54, 0.00], [0.14, 0.23, 0.38], [-0.92, -0.23, -0.35], [-0.01, -0.11, -0.05], [-0.24, 0.05, -0.24], [-0.16, 0.50, -0.25], [0.07, -0.57, 0.06], [-0.37, -1.01, 0.07], [0.02, -0.34, 0.37], [-0.36, -0.68, 0.05], [0.15, 0.02, 0.02], [-0.21, -0.07, 0.00], [0.25, -0.16, -0.08], [-0.34, -0.11, 1.07], [-0.22, -0.24, -0.64], [-0.48, -0.02, 0.42], [-1.14, 0.49, 0.09], [-0.12, -0.08, 0.22], [0.19, 1.07, -0.44], [0.65, 0.21, -0.43], [-0.15, 0.13, -0.62], [0.22, 0.14, 0.32], [-0.07, -0.16, 0.07], [0.06, 0.18, 0.02], [0.02, 0.08, -0.25], [0.15, -0.88, -0.31], [-0.46, 0.44, -0.68], [0.08, -0.61, 1.48], [-0.63, 0.67, 0.16], [0.24, 0.26, 0.17], [-0.18, -0.15, -0.03], [0.04, 0.07, -0.52], [-0.20, 0.19, -0.83], [1.15, 0.89, 0.34], [-1.08, -0.08, -0.44], [0.02, 0.74, 0.58], [-0.81, -0.95, 0.16], [-0.12, -0.08, -0.02], [1.00, -0.21, -0.39], [0.53, -0.63, 0.66], [0.03, -0.04, -0.05], [-0.28, 1.32, 0.66], [0.00, -0.13, 0.29], [0.23, 0.01, 0.37], [-1.16, 0.24, -0.16], [-0.22, -0.80, 0.40], [-0.06, 0.11, -0.09], [0.33, -0.07, 1.76], [0.18, 0.10, -0.36]]}

# 2
{"formula": "C28H38N4P2Re", "method": "ωB97M-V/def2-TZVPD", "lumo_ev": [-6.78, -9.69], "s_squared": 3.78, "orbital_gap_ha": [0.2307, 0.1356], "spin_multiplicity": 4, "charge": 2, "de_lowest_ev": 0.625, "elements": ["N", "C", "H", "H", "H", "C", "H", "H", "H", "H", "P", "C", "H", "H", "C", "C", "C", "C", "H", "H", "H", "H", "C", "H", "C", "C", "C", "H", "H", "C", "H", "H", "H", "H", "H", "H", "C", "C", "C", "H", "P", "H", "C", "H", "C", "C", "N", "C", "H", "H", "C", "H", "C", "H", "H", "Re", "C", "N", "H", "N", "H", "C", "C", "C", "H", "H", "H", "H", "C", "C", "H", "H", "C"], "positions_angstrom": [[2.7721, 0.8479, 0.7104], [-2.5266, 2.5571, 0.1710], [0.7011, 1.2855, 4.4216], [-1.9513, 1.8726, 2.1867], [5.4287, 2.3042, -0.5994], [0.4033, 2.5631, -4.5178], [0.9624, 2.3014, -5.4270], [-5.6125, -3.1613, 1.7512], [3.3919, -0.4287, 3.6971], [-3.5582, 2.1600, -1.7462], [-1.2469, -1.0261, 1.2814], [2.8401, -2.8635, 1.5926], [-1.2285, 1.3518, 4.1772], [1.7108, -2.1144, -0.4711], [-1.1750, -0.6560, -4.1950], [3.9340, 0.7599, -0.0468], [-4.6386, -2.7773, 2.0053], [0.9709, 1.8140, -3.3213], [4.2961, -4.4144, 2.1923], [-1.6082, -0.8806, -5.1845], [0.5123, 3.6454, -4.3530], [-1.3830, -0.3994, 4.3575], [-2.8274, 0.4384, -0.5797], [-2.8358, -0.0302, -2.9707], [4.2813, -2.4433, 3.2935], [1.2094, 0.6785, 3.6657], [0.3338, -0.3522, -4.3739], [1.3662, -0.3189, 4.1045], [-0.4198, -2.9189, 0.1689], [-1.8704, 1.6675, 1.0957], [0.5132, 0.0768, -5.3727], [2.2094, -3.3161, 0.8388], [-3.1110, -0.4510, -1.1327], [3.9838, 3.8990, 1.0500], [-2.6230, 3.6205, 0.3449], [-1.1839, 1.6639, -5.7619], [1.0010, -1.3032, -0.2656], [-1.9942, 0.4077, -3.5102], [-3.7931, -2.0984, 1.1472], [2.1636, 1.1783, 3.4539], [1.5335, -0.3156, 1.1494], [0.8617, -1.3163, -4.3883], [4.5622, 2.0071, -0.0278], [4.9875, -2.5819, 4.1039], [3.4698, -1.3241, 3.0995], [2.6973, 2.1281, 1.2565], [-2.1844, 0.3460, 0.6187], [-1.0764, 2.2902, -4.8610], [4.2115, -0.1650, -0.5313], [-1.0317, -1.7408, -1.0416], [3.7933, 2.8601, 0.8176], [1.4547, -0.0948, -2.5031], [-3.0709, 1.7902, -0.8510], [-3.9174, -1.7596, 0.1256], [1.0398, -0.6237, -1.1157], [-0.2210, 0.7844, 2.0834], [-1.8776, 1.7239, -3.7276], [2.5752, -1.5770, 2.0541], [-1.9144, -2.2144, 3.8625], [-2.5914, -1.8840, 1.8357], [-1.2576, -1.5979, -3.6260], [-0.4366, -1.8522, -0.1140], [-3.9621, -2.9282, 3.2630], [-1.5740, 0.4351, 3.6759], [-1.5554, 3.2506, -5.0948], [-2.3814, 2.5051, -3.1505], [1.4727, 2.4373, -2.5736], [1.8560, 2.4121, 1.8824], [3.9026, -3.4114, 2.3140], [-2.7150, -2.3539, 3.1454], [-4.3299, -3.4302, 4.1417], [-2.6591, 0.5831, 3.5727], [0.9406, 0.4780, -3.2735]], "forces_ev_per_angstrom": [[-0.78, -1.24, 0.54], [0.73, -0.98, 0.57], [0.46, -0.07, 0.25], [-1.01, 0.25, -0.48], [0.06, -0.22, 0.15], [0.22, 0.38, 0.06], [0.23, 0.21, 0.34], [-0.06, 0.16, 0.04], [0.26, 0.04, -0.27], [-0.16, -0.15, 0.49], [-2.14, 1.32, -0.81], [-0.57, 1.52, 0.41], [-0.27, 0.01, 0.42], [-0.29, 0.29, -0.36], [0.01, -0.20, -0.32], [0.70, 1.06, -0.20], [0.97, 0.47, -0.43], [0.17, -0.14, -0.48], [-0.05, 0.22, 0.04], [0.12, -0.02, 0.24], [0.18, -0.40, -0.07], [0.04, 0.35, -0.22], [0.33, 0.78, 1.14], [0.37, 0.54, 0.24], [-0.08, -2.29, -1.20], [-0.22, 0.69, 0.86], [0.15, -0.40, -0.19], [-0.15, 0.34, -0.14], [-0.08, 0.25, -0.29], [-1.88, 1.52, -1.50], [-0.02, 0.12, 0.47], [0.29, -0.06, 0.15], [0.27, 0.39, 0.17], [0.00, -0.17, -0.03], [0.06, -0.09, -0.21], [0.14, 0.12, 0.41], [0.41, -0.75, -0.27], [-0.52, 0.13, -0.52], [-0.39, -0.88, 0.70], [-0.15, -0.30, 0.23], [1.37, 1.14, -0.42], [-0.14, 0.16, -0.11], [-0.85, -1.22, 0.10], [0.02, 0.11, -0.27], [-1.17, -0.11, -0.87], [0.98, 1.05, -0.48], [-0.69, -0.66, -0.81], [-0.28, 0.18, 0.11], [-0.04, 0.13, -0.07], [0.35, -0.08, 0.43], [-1.21, -0.78, 0.20], [0.05, 0.51, -0.28], [-0.01, 0.06, -0.03], [-0.08, -0.31, 0.39], [-0.04, 0.08, 0.29], [2.72, -2.23, 1.29], [-0.19, -0.36, -0.25], [0.15, 0.19, -0.54], [-0.26, -0.27, -0.26], [0.78, 0.14, 0.17], [-0.15, 0.28, -0.08], [0.05, -0.55, 0.23], [0.86, 0.33, -0.38], [-0.47, 0.58, 1.29], [0.21, -0.24, -0.19], [-0.15, -0.65, -0.24], [-0.15, -0.45, -0.05], [0.41, 0.09, -0.32], [1.14, 0.83, 2.01], [-0.93, -0.78, -0.08], [-0.10, 0.09, 0.02], [0.24, -0.49, -0.29], [0.24, 0.46, -0.47]]}

# 3
{"formula": "C28H38N4P2Tc", "method": "ωB97M-V/def2-TZVPD", "lumo_ev": [-6.67, -9.88], "s_squared": 3.78, "orbital_gap_ha": [0.2331, 0.1219], "spin_multiplicity": 4, "charge": 2, "de_lowest_ev": 2.398, "elements": ["H", "H", "H", "C", "C", "H", "C", "C", "C", "C", "C", "C", "P", "H", "H", "C", "C", "C", "C", "C", "H", "H", "H", "N", "H", "H", "C", "C", "P", "H", "H", "C", "H", "H", "N", "H", "C", "H", "C", "C", "C", "H", "H", "H", "H", "Tc", "C", "C", "C", "H", "H", "H", "H", "C", "C", "H", "H", "H", "H", "C", "H", "H", "N", "H", "C", "H", "C", "H", "H", "H", "N", "H", "H"], "positions_angstrom": [[-4.4185, 2.2619, -3.1008], [-5.1395, 0.2297, -1.4246], [2.0340, -6.0932, -4.3696], [-2.3052, -4.7114, -2.8859], [5.1404, -0.3879, -2.8651], [5.4742, -3.2932, -1.2301], [-3.0860, -4.1267, -3.9284], [0.5861, -3.4064, -4.8568], [3.4318, -4.5229, -4.8972], [-0.3496, -1.7742, -0.4550], [3.7122, 3.7945, -1.7628], [2.2507, -2.1639, -6.3248], [-0.6313, -1.0091, -3.0283], [4.5467, 2.1991, -3.1023], [7.0626, -1.4116, -2.4472], [3.6246, -3.1148, -4.4728], [-3.7782, 1.4706, -2.7319], [2.3078, -5.0801, -4.0081], [-2.7521, -2.7716, -3.9926], [1.9848, 2.4785, -1.0969], [2.8996, -2.3779, -7.1918], [4.3224, -3.0088, -3.6470], [1.1171, 2.0194, -0.6520], [-1.7141, -2.5232, -3.0960], [1.2057, 0.1802, 0.1655], [5.3615, 0.4814, -3.4696], [1.4539, 0.5019, -4.3022], [2.5691, 3.7268, -0.9024], [2.1503, 0.1164, -2.6474], [-0.0585, -0.7001, -5.4361], [-1.2925, -2.3325, -0.5536], [1.8763, -0.6153, -0.2013], [2.1627, 0.1861, -5.0755], [1.7984, -1.1935, -6.5458], [2.7389, 1.7505, -2.0205], [-2.3372, -5.7267, -2.5199], [3.8042, 2.5661, -2.4132], [-3.7930, -4.6426, -4.5613], [1.1266, -3.2259, -6.2463], [-1.4506, -3.7211, -2.4138], [1.0839, -4.1985, -3.8881], [3.5319, -1.0673, -4.8528], [2.2177, 4.4935, -0.2273], [4.3617, -5.0972, -4.7642], [0.3994, -4.5648, -3.1106], [1.1803, -1.7640, -1.9333], [0.0156, -0.0905, -4.5212], [-3.0559, -0.4240, -1.7144], [-2.4491, 1.2652, -3.0814], [-0.6111, -0.7700, -0.0593], [0.1568, -2.3298, 0.3676], [2.7093, -5.2242, -2.9882], [1.4663, -4.1828, -6.6628], [5.1984, -2.3281, -1.6591], [3.8951, -1.8471, -1.7145], [-0.4115, -2.9672, -4.7499], [1.8567, -1.4369, 0.5302], [-0.6627, 0.7488, -4.6991], [-2.9283, -1.3028, -1.1061], [-4.1582, 0.4062, -1.8515], [-0.6639, -3.8062, -1.6658], [2.8980, -0.2367, -0.0416], [3.8542, -0.6552, -2.4320], [3.1668, -4.5643, -5.9588], [3.1043, -2.0515, -5.0799], [-3.1632, -1.9557, -4.5700], [5.9901, -1.3812, -2.3699], [-1.7745, 1.8815, -3.6629], [4.3863, 4.6334, -1.8819], [1.4197, 1.6027, -4.3428], [-2.0057, 0.0561, -2.5168], [2.9671, -2.2934, -1.2755], [0.2907, -2.9664, -6.9243]], "forces_ev_per_angstrom": [[0.25, 0.00, 0.19], [0.32, 0.11, 0.05], [-0.16, 0.50, 0.26], [0.93, 1.37, 0.03], [0.64, -0.71, 0.58], [0.11, 0.60, -0.03], [0.32, 1.42, 0.18], [-0.78, 0.01, -0.21], [-0.41, -0.06, -0.08], [-1.25, -0.12, 1.52], [-1.78, 0.73, 1.87], [0.14, 0.16, -0.20], [-4.13, -0.57, 1.15], [-0.05, 0.18, -0.03], [0.05, 0.05, -0.24], [1.22, 0.26, -0.21], [1.29, -0.42, -0.15], [0.34, -0.39, 0.17], [0.00, -1.09, -0.23], [0.79, -1.49, -1.24], [-0.23, 0.05, 0.25], [-0.22, 0.25, -0.39], [-0.12, 0.18, 0.02], [0.95, 1.21, 0.00], [0.09, -0.67, -0.12], [0.11, -0.32, 0.06], [0.48, 0.75, -0.44], [2.17, 1.17, -1.21], [3.15, -0.11, 0.25], [0.26, 0.00, 0.48], [0.43, 0.38, -0.34], [-0.01, 0.59, 1.40], [-0.42, 0.14, 0.10], [0.04, 0.01, -0.06], [-0.91, 0.17, 0.09], [-0.03, 0.08, -0.06], [-1.09, -1.30, 0.07], [-0.15, 0.20, 0.19], [-0.03, -0.08, -0.46], [-0.65, -0.77, -0.37], [-0.27, -1.22, -0.09], [-0.33, -0.57, 0.04], [0.03, -0.04, -0.07], [-0.37, 0.18, 0.05], [0.53, 0.68, -0.31], [-0.13, -0.85, 1.20], [-0.12, 0.12, -0.18], [-0.87, 0.64, -0.21], [-0.90, 0.08, -0.16], [0.20, -0.68, -0.25], [-0.15, 0.27, -0.50], [-0.12, -0.06, -0.33], [0.00, 0.22, 0.34], [-1.34, 0.41, 0.02], [0.24, -0.33, -0.03], [0.48, -0.54, 0.21], [-0.15, 0.25, -0.14], [0.06, -0.25, 0.06], [-0.16, -0.01, -0.25], [1.23, -0.66, -0.23], [-0.58, 0.08, -0.32], [-0.13, -0.02, -0.88], [-1.28, 0.80, -0.58], [0.20, -0.20, 0.34], [0.69, 0.01, -0.81], [0.01, -0.16, -0.08], [-0.89, 0.60, -0.16], [-0.35, -0.09, 0.02], [-0.05, -0.17, 0.06], [-0.18, -0.28, -0.14], [1.21, -0.76, 0.09], [1.47, -0.10, 0.03], [0.36, 0.19, 0.41]]}